# 1
Entry from the Open Molecules 2025 dataset: C18H30O24S6 as an isolated structure in a non-equilibrium geometry (ωB97M-V with the def2-TZVPD basis set).

CARTESIAN COORDINATES (ANGSTROEM)
C 1.6095 4.8339 1.4129
C 0.7850 5.4558 0.2267
O 1.3626 4.8996 -0.9206
S 2.8206 4.2955 -0.7086
O 3.8676 5.1941 -0.8529
O 2.8377 3.1334 -1.4686
O 2.6032 3.9491 0.7992
H 0.9980 4.2090 2.0450
H 2.2263 5.5914 1.9983
H 0.6240 6.5691 0.2229
H -0.1981 5.0417 0.2953
C -0.9120 -6.7245 -2.0464
C 0.3065 -7.5567 -2.4659
O 1.3669 -6.5837 -2.6334
S 1.2231 -5.4670 -1.4581
O 1.3502 -4.1706 -2.0334
O 1.9639 -5.8094 -0.3445
O -0.3807 -5.7188 -1.1680
H -1.5866 -7.4230 -1.4826
H -1.3105 -6.1798 -2.9324
H 0.1127 -8.0768 -3.4115
H 0.4742 -8.2603 -1.6495
C -1.3754 1.5655 -3.7508
C -0.5628 1.0670 -2.5459
O -1.1846 1.7915 -1.3450
S -2.2512 2.8586 -1.7864
O -2.0798 4.2188 -1.3438
O -3.4940 2.1767 -1.3886
O -2.0620 2.7464 -3.4386
H -2.0804 0.7346 -3.9298
H -0.6620 1.6236 -4.5908
H 0.5126 1.3005 -2.6403
H -0.7005 -0.0524 -2.3548
C -3.0914 -3.0458 -1.0669
C -3.8596 -1.9265 -1.9442
O -4.0334 -2.6244 -3.1562
S -2.6871 -3.3419 -3.5576
O -1.7607 -2.3618 -3.9863
O -2.8778 -4.4502 -4.3967
O -2.3636 -3.8139 -2.0826
H -3.7567 -3.7015 -0.5701
H -2.3779 -2.6909 -0.3292
H -3.1781 -1.1310 -2.1336
H -4.7611 -1.4925 -1.6133
C -3.4122 3.5203 2.0152
C -4.5963 2.8318 1.3265
O -5.8162 3.5053 1.7596
S -5.5031 4.0357 3.1945
O -5.4187 2.9875 4.1413
O -6.2775 5.1687 3.5476
O -4.0290 4.5914 2.8021
H -2.7449 3.9352 1.2277
H -2.9760 2.8954 2.7850
H -4.6013 1.7801 1.4251
H -4.6294 3.0181 0.2583
C 1.9721 0.1530 1.0329
C 1.9188 -1.4025 0.9641
O 0.8500 -1.6211 1.8790
S -0.3184 -0.6693 1.5133
O -1.0909 -0.3200 2.6759
O -1.0601 -1.1172 0.4307
O 0.6541 0.5532 1.1324
H 2.4145 0.6779 0.1638
H 2.4773 0.4840 1.9533
H 2.7045 -1.7788 1.5181
H 1.8686 -1.9319 0.0213
C 5.0126 -0.8132 4.0453
C 5.1865 0.5853 4.0348
C 5.8566 1.2433 2.9520
C 6.0507 0.5127 1.8028
C 5.8116 -0.8728 1.7856
C 5.2971 -1.5137 2.8847
H 4.5315 -1.3430 4.8440
H 4.8636 1.1526 4.9169
H 5.8981 2.3428 2.9209
H 6.4858 0.8800 0.8584
H 6.0073 -1.4982 0.9294
H 5.1566 -2.6251 2.7853

Results
lowest unoccupied orbital energy	0.23	eV
HOMO energy	-9.746	eV

# 2
Entry from the Open Molecules 2025 dataset: C18H31AlFN2O7S as an isolated structure in a non-equilibrium geometry (ωB97M-V with the def2-TZVPD basis set).

CARTESIAN COORDINATES (ANGSTROEM)
C -1.9787 -1.9294 -6.3215
C -0.5576 -1.7282 -5.6827
C -0.7501 -1.6904 -4.0923
C 0.4521 -2.3786 -3.3483
C 0.2063 -2.5679 -1.7940
C -0.0848 -1.2047 -1.0514
C 1.2001 -0.6223 -0.3240
C 1.4472 -1.4316 0.9895
C 2.7678 -1.8670 1.4416
C 3.0404 -2.5824 2.6688
N 2.0358 -2.9143 3.5252
C 0.8006 -2.5606 3.1154
C 0.3737 -1.8491 1.9278
O 2.2873 -1.0011 -1.1959
Al 2.3793 0.5525 -2.2046
S 4.1057 0.8098 -3.7103
O 4.0130 2.1088 -4.3948
O 3.8909 -0.2214 -4.7436
F 5.6281 0.6046 -3.0857
O 2.4084 1.5275 -0.6211
C 1.2390 0.9806 -0.0130
O 0.2171 1.7591 -0.6632
O 1.4542 1.3158 1.3604
C 0.2608 1.8027 1.9952
C 0.3544 1.6912 3.5600
N -0.6524 2.4687 4.3074
C -1.9751 2.5186 3.6594
C -3.1571 2.6884 4.7247
C -3.7564 4.1359 4.7605
O -4.2584 1.8143 4.3250
H -1.8636 -1.9350 -7.4431
H -2.4630 -2.8816 -5.9628
H -2.6754 -1.0977 -6.0427
H 0.1646 -2.5534 -5.8980
H -0.1296 -0.7442 -5.9979
H -0.7701 -0.5949 -3.8279
H -1.7496 -2.1281 -3.8036
H 1.3981 -1.8111 -3.5179
H 0.5663 -3.4172 -3.7755
H 1.0017 -3.1820 -1.3014
H -0.7396 -3.1857 -1.7162
H -0.9276 -1.3855 -0.3236
H -0.4605 -0.4060 -1.7464
H 3.6374 -1.6245 0.7828
H 4.0935 -2.8495 2.9257
H -0.0318 -2.8646 3.8058
H -0.6979 -1.6228 1.7140
H 1.0712 0.8499 -3.0364
H -0.6542 1.3447 -0.5254
H -0.6268 1.1791 1.6778
H 0.1388 2.8763 1.6742
H 1.3718 2.0337 3.8768
H 0.2990 0.5976 3.8357
H -0.3131 3.3874 4.5789
H -2.2329 1.5819 3.0984
H -2.0213 3.4379 3.0168
H -2.8480 2.3519 5.7459
H -3.7846 4.6182 3.7503
H -3.2304 4.8046 5.4962
H -4.8304 4.0366 5.0864
H -4.0836 0.9546 4.7388

Results
lowest unoccupied orbital energy	2.27	eV
charge	-1
HOMO energy	-6.662	eV

# 3
Entry from the Open Molecules 2025 dataset: C18H31Cl12F4IN2O4PS2 as an isolated structure in a non-equilibrium geometry (ωB97M-V with the def2-TZVPD basis set).

CARTESIAN COORDINATES (ANGSTROEM)
C 0.7616 -2.4777 1.6350
C -0.4108 -1.5331 1.5325
F -1.1393 -1.8807 0.4014
C -0.0508 -0.0463 1.4849
C -0.1119 0.7002 0.1398
O -1.4548 0.8859 -0.2097
C 0.7223 0.0057 -0.9469
C 0.0160 -0.1808 -2.2990
C -0.6339 -1.5207 -2.5095
F -1.8950 -1.5641 -2.1186
F -0.6747 -1.7370 -3.8333
F 0.0367 -2.5274 -1.9939
C 0.3194 2.1585 0.6681
I -1.1489 3.5136 -0.2744
S 1.8957 2.8958 0.1067
C 1.7340 3.1853 -1.6568
O 2.9900 1.9908 0.2834
O 2.0459 4.1670 0.7150
C 0.2655 2.1408 2.2139
N 1.5576 2.1702 2.8527
N -0.4563 0.8563 2.6082
C -1.9027 1.2695 2.7342
C -2.9414 0.1928 2.4288
C -4.3015 0.8930 2.1893
S -5.3425 -0.1760 1.1191
P -0.0283 0.1048 4.2398
C 0.0429 1.4592 5.4731
O 1.5112 -0.4307 4.1316
H 1.5607 -2.2640 0.9296
H 0.3818 -3.4608 1.3771
H 1.1618 -2.5548 2.6389
H -1.0750 -1.7395 2.3655
H 1.0371 -0.0765 1.6272
H -1.8543 0.0315 -0.4541
H 1.0151 -0.9612 -0.5630
H 1.6607 0.5002 -1.1509
H 0.7730 -0.0944 -3.0684
H -0.7226 0.5814 -2.5346
H 1.4001 4.1888 -1.8635
H 1.0873 2.4502 -2.1188
H 2.7311 3.0470 -2.0633
H -0.1805 3.0563 2.5759
H 1.9547 3.1013 2.8437
H 2.2045 1.4784 2.4931
H -2.0880 1.6039 3.7544
H -2.1390 2.1231 2.1185
H -3.0806 -0.5295 3.2260
H -2.7335 -0.3269 1.5093
H -4.8340 1.0650 3.1130
H -4.1707 1.8043 1.6218
H -4.7992 0.1405 -0.0704
H 0.7519 1.2016 6.2534
H -0.9224 1.6082 5.9465
H 0.3708 2.4108 5.0682
H 2.0296 -0.1460 4.9021
C -3.0054 0.4039 -5.7860
Cl -2.3852 1.3866 -4.4467
Cl -4.6826 0.8153 -6.1257
Cl -2.0033 0.6143 -7.2179
H -2.9613 -0.6356 -5.4876
C 2.9514 -4.0012 -2.5096
Cl 3.1416 -5.3330 -1.3713
Cl 4.0542 -2.6741 -2.1085
Cl 3.2106 -4.5457 -4.1647
H 1.9385 -3.6343 -2.4290
C 1.5834 5.3845 -5.3054
Cl 0.6596 4.0341 -4.6269
Cl 0.8081 5.9964 -6.7600
Cl 1.7707 6.6630 -4.1042
H 2.5672 5.0200 -5.5705
C 1.8857 -8.5612 1.2595
Cl 3.5061 -7.9264 0.9634
Cl 1.4434 -8.3753 2.9572
Cl 0.7026 -7.7678 0.2168
H 1.8886 -9.6173 1.0243

Results
lowest unoccupied orbital energy	-3.05	eV
charge	+1
HOMO energy	-11.715	eV